Formula: C18H54N2O10
Source: OMol25
Level of theory: the ωB97M-V functional and the def2-TZVPD basis

Output
HOMO level (spin up / spin down) = -0.396 / -0.396 Ha
Net charge = +1
Multiplicity = 2
HOMO-LUMO gap (spin up / spin down) = 8.11 / 3.79 eV

Element x y z (Å)
C (3.1495, 4.7689, 2.1274)
C (2.9418, 3.3251, 2.3725)
C (2.6313, 3.1426, 3.8881)
C (1.1181, 3.3151, 4.1816)
C (0.2230, 2.4696, 3.2440)
C (0.5154, 2.6093, 1.7835)
N (1.9555, 2.5533, 1.4788)
O (2.2748, 2.6436, 0.1124)
C (-0.3607, 1.5903, 0.9847)
C (-0.0081, 3.9629, 1.3360)
C (4.2481, 2.5286, 2.1952)
H (3.4162, 4.9420, 1.0848)
H (3.9738, 5.1359, 2.7388)
H (2.2601, 5.3565, 2.3551)
H (2.8845, 2.1754, 4.3223)
H (3.1058, 3.8769, 4.5391)
H (0.7908, 4.3467, 4.0519)
H (0.9267, 3.0060, 5.2092)
H (-0.7846, 2.7803, 3.5201)
H (0.2456, 1.4203, 3.5383)
H (-1.4101, 1.7113, 1.2533)
H (-0.2106, 1.9275, -0.0410)
H (-0.1764, 0.5201, 1.0783)
H (0.3075, 4.1967, 0.3193)
H (-1.0930, 4.0680, 1.3433)
H (0.3437, 4.8036, 1.9340)
H (4.9949, 2.7816, 2.9478)
H (4.7878, 2.7050, 1.2648)
H (4.1494, 1.4561, 2.3627)
H (2.7372, 1.8217, -0.0674)
C (2.5748, -2.6719, -3.9027)
C (1.7602, -1.6113, -3.1442)
C (2.2685, -0.1879, -3.5329)
C (1.3720, 1.0346, -3.3582)
C (0.0620, 0.6960, -3.9928)
C (-0.6276, -0.6546, -3.6107)
N (0.3769, -1.7095, -3.6663)
O (-0.1461, -2.9921, -3.5423)
C (-1.3151, -0.4766, -2.2494)
C (-1.6120, -0.8448, -4.6823)
C (1.9105, -1.8124, -1.6533)
H (2.3598, -2.6649, -4.9713)
H (2.2469, -3.6661, -3.5992)
H (3.6299, -2.5858, -3.6429)
H (3.1353, 0.0095, -2.9022)
H (2.7953, -0.1623, -4.4869)
H (1.6806, 2.0478, -3.6157)
H (1.3069, 1.2705, -2.2960)
H (0.0720, 0.9378, -5.0556)
H (-0.6183, 1.4521, -3.6010)
H (-0.7094, -0.4176, -1.3451)
H (-2.0713, 0.3073, -2.2102)
H (-1.8499, -1.3909, -1.9922)
H (-1.1884, -1.2010, -5.6214)
H (-2.3341, -1.6404, -4.4984)
H (-2.3677, -0.0780, -4.8521)
H (1.3915, -2.7173, -1.3371)
H (1.4400, -1.0220, -1.0685)
H (2.9658, -1.9417, -1.4132)
H (-0.0724, -3.3681, -4.4225)
O (-2.4578, -4.9379, 1.4751)
H (-2.2506, -4.2608, 0.8310)
H (-1.6230, -5.1238, 1.9049)
O (-4.2637, -0.8020, -0.2383)
H (-4.0870, 0.1381, -0.2739)
H (-5.0207, -0.9258, -0.8108)
O (-0.6034, -4.1771, 3.2486)
H (0.1978, -3.9345, 3.7127)
H (-0.9753, -3.3436, 2.9599)
O (-5.1523, -4.1566, 1.5671)
H (-4.2351, -3.8959, 1.6512)
H (-5.2487, -4.8934, 2.1706)
O (-2.0324, -1.7251, 1.1349)
H (-2.8853, -1.3435, 0.9272)
H (-1.7861, -2.2065, 0.3451)
O (-1.1198, -3.7212, -0.7158)
H (-1.3823, -4.6322, -0.8479)
H (-0.7077, -3.4680, -1.5419)
O (-1.4125, -0.4452, 3.5843)
H (-2.0698, 0.2504, 3.5650)
H (-1.7246, -1.0879, 2.9474)
O (-6.1357, -1.5228, 1.8966)
H (-5.3866, -1.1922, 1.4007)
H (-6.0123, -2.4718, 1.9137)

Formula: C23H35N8OPRhS
Source: OMol25
Level of theory: the ωB97M-V functional and the def2-TZVPD basis

Output
HOMO level = -0.615 Ha
Net charge = +3
Multiplicity = 1
HOMO-LUMO gap = 6.91 eV

Element x y z (Å)
Rh (0.3029, -0.3826, 0.1775)
C (1.7766, 2.1774, -4.3675)
N (0.9914, 1.7847, -3.1908)
C (-0.2185, 2.3218, -2.8515)
C (-0.6416, 1.6865, -1.7235)
N (0.3097, 0.7572, -1.4024)
C (1.3029, 0.8354, -2.2933)
P (2.8161, -0.1812, -2.2324)
C (3.1664, 0.1826, -0.4719)
N (2.2260, 0.1891, 0.4741)
C (2.8427, 0.4266, 1.6714)
C (4.1802, 0.5650, 1.4363)
N (4.3654, 0.4177, 0.0907)
C (5.6578, 0.4977, -0.5998)
C (1.9416, -1.7489, -1.8981)
N (1.0839, -1.9416, -0.8964)
C (0.6550, -3.2380, -0.9706)
C (1.2916, -3.8398, -2.0144)
N (2.0914, -2.8939, -2.5891)
C (2.9277, -3.1090, -3.7759)
H (1.6407, 3.2425, -4.5327)
H (1.4363, 1.6247, -5.2403)
H (2.8292, 1.9781, -4.1881)
H (-0.6751, 3.1081, -3.4282)
H (-1.5292, 1.8309, -1.1335)
H (2.3126, 0.4655, 2.6082)
H (4.9977, 0.7569, 2.1100)
H (6.4424, 0.5261, 0.1500)
H (5.7046, 1.4021, -1.2018)
H (5.8005, -0.3805, -1.2245)
H (-0.0324, -3.6713, -0.2647)
H (1.2433, -4.8502, -2.3825)
H (3.0349, -4.1788, -3.9272)
H (3.9121, -2.6759, -3.6201)
H (2.4559, -2.6679, -4.6510)
C (-4.8422, 0.1043, 2.7533)
C (-3.5970, 0.7187, 2.1228)
C (-2.5617, 1.0503, 3.1992)
S (-0.8235, 0.9852, 2.6431)
O (-0.7952, 1.1271, 1.0957)
C (-0.2093, 2.5716, 3.2889)
C (0.9028, 3.1859, 2.4365)
C (0.3653, 4.2141, 1.4475)
H (-5.6348, 0.0050, 2.0133)
H (-5.2275, 0.7245, 3.5627)
H (-4.6271, -0.8845, 3.1625)
H (-3.8576, 1.6359, 1.5931)
H (-3.1748, 0.0444, 1.3810)
H (-2.5992, 0.3378, 4.0267)
H (-2.7227, 2.0474, 3.6033)
H (0.1088, 2.3390, 4.3076)
H (-1.0637, 3.2455, 3.3468)
H (1.4513, 2.4094, 1.8984)
H (1.6176, 3.6525, 3.1151)
H (-0.3880, 3.7738, 0.7925)
H (1.1692, 4.6117, 0.8291)
H (-0.0905, 5.0551, 1.9706)
N (-4.9213, -3.7742, 0.3750)
C (-3.8242, -3.0212, 0.3178)
C (-3.5483, -2.1882, -0.7918)
C (-2.4103, -1.4308, -0.8049)
N (-1.5206, -1.4200, 0.2063)
C (-1.7692, -2.2130, 1.2663)
C (-2.8730, -3.0122, 1.3659)
H (-5.5934, -3.7805, -0.3744)
H (-5.1088, -4.3728, 1.1622)
H (-4.2289, -2.1443, -1.6311)
H (-2.1907, -0.7899, -1.6493)
H (-1.0431, -2.1994, 2.0757)
H (-3.0113, -3.6246, 2.2466)

Formula: C7H11N
Source: OMol25
Level of theory: the ωB97M-V functional and the def2-TZVPD basis

Output
HOMO level = -0.332 Ha
Multiplicity = 1
HOMO-LUMO gap = 9.89 eV

Element x y z (Å)
C (1.2292, -0.9222, -0.1255)
C (2.0367, 0.3662, 0.0608)
C (-0.1308, -0.7190, -0.1497)
C (-0.7548, 0.6230, -0.1779)
C (-1.1536, -1.8637, -0.2770)
C (-0.8393, 1.2166, 1.1966)
C (-1.2502, 1.1583, -1.2808)
N (3.2923, 0.4753, 0.2849)
H (1.7552, -1.7932, -0.2114)
H (1.4028, 1.2317, -0.1617)
H (-2.1517, -1.5931, -0.2779)
H (-0.8532, -2.2800, 0.6488)
H (-0.9373, -2.5736, -0.9954)
H (-1.6207, 0.7600, 1.8687)
H (-0.9773, 2.2857, 1.1243)
H (0.1364, 1.0627, 1.7136)
H (3.8183, -0.3314, 0.5389)
H (-1.3519, 0.6675, -2.3717)
H (-1.6500, 2.2293, -1.4075)

Formula: C56H53BF2IO2P3Sr
Source: OMol25
Level of theory: the ωB97M-V functional and the def2-TZVPD basis

Output
HOMO level = -0.036 Ha
Net charge = -2
Multiplicity = 1
HOMO-LUMO gap = 4.92 eV

Element x y z (Å)
Sr (1.9726, 0.9812, -0.7374)
C (5.1582, -2.4838, -3.1064)
C (3.9920, -2.5318, -4.0792)
C (4.2741, -3.0340, -5.3568)
C (3.2688, -3.2942, -6.2770)
C (1.9499, -3.1046, -5.8772)
C (1.6925, -2.5372, -4.6358)
C (2.6945, -2.1468, -3.7443)
P (1.7093, -1.4508, -1.9222)
C (3.2883, -0.8808, -0.8877)
C (3.6287, -1.2329, 0.4158)
C (4.8857, -0.7837, 0.8863)
C (5.6720, 0.0765, 0.1579)
C (5.2228, 0.6643, -1.0466)
C (4.0327, 0.2312, -1.5696)
C (3.2562, 0.7260, -2.8945)
C (1.7267, -3.2714, -1.4608)
C (2.4058, -4.4330, -1.7573)
C (2.4478, -5.4462, -0.7927)
C (1.8427, -5.2786, 0.4425)
C (1.1306, -4.1133, 0.7411)
C (1.0570, -3.1215, -0.2218)
C (0.5099, -1.7256, -0.2337)
H (5.8611, -3.2870, -3.3376)
H (4.8223, -2.6176, -2.0795)
H (5.7016, -1.5364, -3.1510)
H (5.3076, -3.2519, -5.6138)
H (3.5081, -3.6658, -7.2665)
H (1.1280, -3.3853, -6.5270)
H (0.6570, -2.3696, -4.3475)
H (3.0312, -1.9728, 0.9327)
H (5.2438, -1.1377, 1.8450)
H (6.6596, 0.3237, 0.5270)
H (5.8039, 1.3552, -1.6438)
H (3.4047, 1.7533, -3.2415)
H (2.1252, 0.3179, -2.6742)
H (3.6280, 0.0951, -3.6994)
H (2.9174, -4.5650, -2.7031)
H (3.0012, -6.3551, -0.9998)
H (1.9294, -6.0594, 1.1903)
H (0.6816, -3.9832, 1.7195)
H (0.4218, -1.2304, 0.7387)
H (-0.4805, -1.7133, -0.6993)
C (0.3697, 0.6854, -5.2481)
C (-0.4109, 0.6113, -3.9459)
O (-0.4291, -0.4039, -3.2829)
C (-1.0515, 1.8818, -3.4786)
C (-1.8849, 2.4976, -4.4241)
C (-2.5627, 3.6704, -4.1787)
C (-2.3682, 4.2814, -2.9319)
C (-1.5452, 3.7226, -1.9939)
C (-0.8280, 2.4912, -2.1938)
O (0.0146, 2.1354, -1.3061)
H (1.2141, -0.0017, -5.2029)
H (0.7236, 1.7008, -5.4132)
H (-0.2491, 0.3843, -6.0975)
H (-2.0000, 2.0169, -5.3931)
H (-3.2073, 4.1108, -4.9298)
H (-2.8609, 5.2235, -2.7109)
H (-1.3437, 4.2354, -1.0614)
C (-3.4933, 1.1163, 3.8321)
C (-4.0800, 1.3620, 2.4336)
P (-2.8560, 1.8621, 1.1037)
C (-2.1724, 3.3815, 1.8816)
C (-0.8404, 3.6957, 1.6254)
C (-0.2714, 4.8392, 2.1842)
C (-1.0153, 5.6616, 3.0064)
C (-2.3432, 5.3461, 3.2913)
C (-2.9113, 4.2159, 2.7342)
C (-4.1359, 2.5402, -0.0493)
C (-4.5603, 1.6755, -1.0569)
C (-5.5764, 2.0365, -1.9310)
C (-6.1898, 3.2736, -1.8071)
C (-5.7627, 4.1524, -0.8202)
C (-4.7425, 3.7905, 0.0468)
C (-2.9203, -0.2909, 4.0384)
P (-1.5035, -0.7861, 2.9302)
C (-0.0611, -0.6182, 4.0442)
C (0.0064, 0.3624, 5.0276)
C (1.1350, 0.4867, 5.8274)
C (2.2145, -0.3618, 5.6474)
C (2.1754, -1.3168, 4.6394)
C (1.0533, -1.4335, 3.8381)
C (-1.8387, -2.6006, 3.0406)
C (-1.4419, -3.4464, 4.0741)
C (-1.8321, -4.7790, 4.0876)
C (-2.6378, -5.2849, 3.0758)
C (-3.0459, -4.4512, 2.0446)
C (-2.6468, -3.1223, 2.0298)
H (-4.2915, 1.2489, 4.5695)
H (-2.7305, 1.8721, 4.0354)
H (-4.8445, 2.1408, 2.4799)
H (-4.5772, 0.4500, 2.0847)
H (-0.2055, 3.0435, 1.0253)
H (0.7602, 5.0622, 1.9488)
H (-0.5631, 6.5455, 3.4424)
H (-2.9305, 5.9818, 3.9453)
H (-3.9417, 3.9771, 2.9735)
H (-4.0580, 0.7208, -1.1761)
H (-5.8765, 1.3565, -2.7192)
H (-6.9806, 3.5619, -2.4898)
H (-6.2204, 5.1314, -0.7318)
H (-4.3920, 4.5033, 0.7823)
H (-3.7112, -1.0167, 3.8329)
H (-2.6075, -0.4261, 5.0780)
H (-0.8115, 1.0609, 5.1589)
H (1.1734, 1.2632, 6.5812)
H (3.0956, -0.2630, 6.2692)
H (3.0288, -1.9613, 4.4668)
H (1.0381, -2.1693, 3.0406)
H (-0.8150, -3.0638, 4.8705)
H (-1.5057, -5.4257, 4.8939)
H (-2.9366, -6.3262, 3.0860)
H (-3.6635, -4.8375, 1.2432)
H (-2.9507, -2.4747, 1.2138)
I (2.0514, 4.4536, -0.7335)
F (1.4252, 2.7216, 3.3217)
B (2.2026, 2.0691, 2.4004)
F (3.3808, 1.7267, 3.0672)

Formula: C31H37FeN5
Source: OMol25
Level of theory: the ωB97M-V functional and the def2-TZVPD basis

Output
HOMO level (spin up / spin down) = 0.005 / -0.066 Ha
Net charge = -1
Multiplicity = 6
HOMO-LUMO gap (spin up / spin down) = 2.14 / 4.04 eV

Element x y z (Å)
Fe (1.0337, 0.4880, 0.3602)
N (2.8792, 1.4913, -1.2289)
N (-0.3748, 1.5835, -1.8016)
C (-0.0773, 0.3943, 2.2293)
C (-0.1113, 1.7504, 1.7474)
C (1.2401, 2.2230, 1.6542)
C (1.6847, 3.5955, 1.2880)
H (0.8513, 4.1722, 0.8701)
H (2.4938, 3.5671, 0.5394)
H (2.0616, 4.1209, 2.1837)
C (2.1132, 1.1536, 2.0651)
C (3.5976, 1.2002, 2.0700)
H (4.0120, 1.7655, 2.9303)
H (3.9550, 1.7003, 1.1495)
H (4.0143, 0.1777, 2.0952)
C (1.2859, 0.0538, 2.4912)
C (1.7469, -1.2207, 3.1142)
H (2.7511, -1.5093, 2.7653)
H (1.0522, -2.0408, 2.8783)
H (1.8033, -1.1675, 4.2203)
C (-1.3594, 2.5478, 1.5250)
H (-1.3201, 3.4719, 2.1340)
H (-2.2367, 1.9533, 1.8251)
H (-1.4932, 2.8381, 0.4659)
C (-1.2587, -0.4728, 2.4897)
H (-1.1888, -1.4227, 1.9353)
H (-2.1716, 0.0217, 2.1437)
H (-1.3587, -0.6992, 3.5645)
C (4.1611, 1.6586, -1.6708)
H (4.9370, 1.6324, -0.9107)
C (4.5247, 1.8651, -3.0197)
H (5.5888, 1.8946, -3.3160)
C (3.4994, 2.0885, -3.9638)
H (3.7000, 2.1902, -5.0237)
C (2.1992, 2.2664, -3.4936)
H (1.3182, 2.5777, -4.1142)
C (1.9527, 2.0836, -2.0827)
C (0.6666, 2.4885, -1.5888)
H (0.4859, 3.4864, -1.1980)
C (-0.5226, 0.4619, -0.9759)
C (-1.2633, 1.4769, -2.9070)
H (-1.1643, 2.0917, -3.7995)
C (-2.1487, 0.5270, -2.5818)
H (-3.1026, 0.2362, -2.9950)
N (-1.7048, -0.0886, -1.3991)
C (-2.5469, -0.9951, -0.6757)
C (-3.7226, -0.4944, -0.0917)
C (-4.5893, -1.3839, 0.5719)
H (-5.4867, -0.9846, 1.0625)
C (-4.3237, -2.7543, 0.6136)
C (-5.2024, -3.6875, 1.3908)
H (-4.6770, -4.0631, 2.2732)
H (-5.4915, -4.5550, 0.7921)
H (-6.1029, -3.1753, 1.7296)
C (-3.2355, -3.2473, -0.1092)
H (-3.0667, -4.3312, -0.1672)
C (-2.3627, -2.3793, -0.7947)
C (-1.3489, -2.9682, -1.7241)
H (-1.6280, -2.8413, -2.7844)
H (-1.2968, -4.0560, -1.5481)
H (-0.3429, -2.5490, -1.5671)
C (-4.1454, 0.9409, -0.1933)
H (-4.8156, 1.1204, -1.0564)
H (-3.3009, 1.6389, -0.2672)
H (-4.7272, 1.2144, 0.7086)
N (2.3542, -3.2720, -0.2818)
C (3.5412, -2.6365, -0.6159)
C (3.3141, -1.3154, -0.4698)
N (1.9625, -1.1010, -0.1555)
C (1.4204, -2.3264, 0.0004)
H (2.1873, -4.2655, -0.1959)
H (4.4504, -3.1566, -0.9429)
H (4.0133, -0.5016, -0.5425)
H (0.4180, -2.5479, 0.3767)

Formula: C27H78O12
Source: OMol25
Level of theory: the ωB97M-V functional and the def2-TZVPD basis

Output
HOMO level (spin up / spin down) = -0.419 / -0.419 Ha
Net charge = +1
Multiplicity = 2
HOMO-LUMO gap (spin up / spin down) = 8.91 / 2.43 eV

Element x y z (Å)
O (1.5624, 2.0756, 3.2617)
H (1.8081, 2.9066, 3.6681)
H (2.3393, 1.5241, 3.3546)
O (3.6082, -0.0190, 3.1927)
H (4.4223, -0.0617, 3.6944)
H (3.3748, -0.9339, 3.0356)
O (0.1296, -2.6828, -3.0769)
H (-0.5054, -2.8385, -3.7760)
H (0.3526, -1.7555, -3.1574)
C (-1.8367, -4.6887, -0.7992)
C (-0.3970, -5.0824, -0.7649)
C (-0.1862, -6.5774, -0.2291)
O (0.1108, -5.0749, -2.0754)
H (-2.2143, -4.8302, 0.2134)
H (-2.3241, -5.2339, -1.6075)
H (-1.9365, -3.6338, -1.0545)
H (0.1062, -4.3105, -0.1827)
H (-0.3694, -6.7188, 0.8361)
H (0.7657, -7.0362, -0.4966)
H (-0.8955, -7.2307, -0.7372)
H (0.4403, -4.2001, -2.2941)
C (1.6768, -4.4467, 2.6214)
C (3.0650, -3.7863, 2.2026)
C (2.8841, -3.0515, 0.8904)
O (3.4991, -2.8872, 3.2032)
H (0.8907, -3.6967, 2.5337)
H (1.5784, -4.8094, 3.6446)
H (1.2920, -5.0991, 1.8376)
H (3.7627, -4.6214, 2.1394)
H (2.4852, -3.6685, 0.0852)
H (3.7395, -2.5166, 0.4777)
H (2.1109, -2.2871, 0.9688)
H (3.9696, -3.3382, 3.9082)
C (-1.7447, -0.6150, -6.2979)
C (-1.0762, 0.3761, -5.2856)
C (-1.8827, 0.7532, -4.0876)
O (0.0553, -0.1890, -4.7606)
H (-0.9190, -1.1348, -6.7838)
H (-2.2412, -0.0229, -7.0667)
H (-2.4209, -1.3772, -5.9109)
H (-0.7037, 1.2758, -5.7754)
H (-1.1539, 1.0150, -3.3206)
H (-2.4918, -0.0052, -3.5958)
H (-2.5453, 1.6129, -4.1867)
H (0.5171, -0.3577, -5.5851)
C (-3.3208, 5.2930, -3.9692)
C (-2.7271, 4.3208, -2.9287)
C (-1.2510, 4.2854, -3.1411)
O (-2.8306, 4.9462, -1.6735)
H (-4.3991, 5.1418, -4.0181)
H (-2.9320, 4.9901, -4.9414)
H (-3.0447, 6.2969, -3.6468)
H (-2.9944, 3.2667, -3.0019)
H (-0.8225, 5.2547, -2.8864)
H (-0.9638, 4.0715, -4.1706)
H (-0.8654, 3.4259, -2.5927)
H (-2.7019, 4.2625, -1.0120)
C (-4.9411, 2.6990, 3.0168)
C (-3.6659, 1.8510, 2.6651)
C (-3.8982, 0.4612, 2.0451)
O (-3.0062, 2.6680, 1.7372)
H (-5.6063, 2.0696, 3.6079)
H (-5.4654, 3.0389, 2.1237)
H (-4.6306, 3.5728, 3.5896)
H (-3.0571, 1.7674, 3.5654)
H (-4.4192, -0.0687, 2.8425)
H (-3.0210, -0.1455, 1.8204)
H (-4.5491, 0.5335, 1.1738)
H (-2.1166, 2.3161, 1.6572)
C (-2.2519, -4.4200, 3.4412)
C (-2.7802, -4.8419, 4.7974)
C (-3.9642, -3.9743, 5.1469)
O (-3.3564, -6.1282, 4.8849)
H (-2.9867, -4.4926, 2.6394)
H (-1.3376, -4.9436, 3.1620)
H (-1.9898, -3.3638, 3.5029)
H (-2.0395, -4.7851, 5.5951)
H (-4.7442, -4.0456, 4.3889)
H (-3.6525, -2.9432, 5.3133)
H (-4.5584, -4.2576, 6.0157)
H (-4.1523, -6.0645, 4.3519)
C (3.6852, 1.7161, 0.0029)
C (5.1259, 2.0749, 0.1240)
C (5.5305, 2.3539, 1.5483)
O (5.8788, 1.0737, -0.5018)
H (3.3594, 0.7230, 0.3121)
H (3.3024, 1.7073, -1.0176)
H (3.1199, 2.5338, 0.4500)
H (5.2696, 3.0067, -0.4229)
H (6.5643, 2.6875, 1.6391)
H (5.4421, 1.4522, 2.1543)
H (5.0490, 3.2180, 2.0059)
H (5.7092, 0.2925, 0.0298)
C (0.2908, 0.6295, -0.5240)
C (-0.5854, 0.4207, 0.6938)
C (-0.1816, -0.7951, 1.5554)
O (-0.5302, 1.5647, 1.5218)
H (1.3401, 0.4196, -0.3166)
H (0.1449, 1.6717, -0.8079)
H (0.0432, -0.0581, -1.3327)
H (-1.5947, 0.2304, 0.3286)
H (-0.9404, -0.8382, 2.3367)
H (0.8197, -0.7167, 1.9789)
H (-0.2393, -1.6662, 0.9028)
H (0.2211, 1.5060, 2.1166)
C (1.9250, 5.1806, -1.1233)
C (3.3204, 5.3667, -1.7831)
C (3.6821, 4.3342, -2.7856)
O (3.3131, 6.6473, -2.3355)
H (1.7626, 4.1835, -0.7140)
H (1.1303, 5.3668, -1.8457)
H (1.6878, 5.9067, -0.3458)
H (4.0927, 5.5202, -1.0294)
H (4.4019, 4.7108, -3.5124)
H (2.7834, 4.0953, -3.3543)
H (4.1543, 3.4634, -2.3309)
H (3.2631, 7.2387, -1.5809)

How do the records compare in energy relative to the best compared isomer or geometry (same formula, charge and spin)? In the order shown, they have 10.8 13.2 72.7 171.8 0.0 0.0 kcal/mol.
How do the records compare in strongest force on any atom? In the order shown, they have 4.15 1.31 5.53 9.07 4.36 3.82 eV Å⁻¹.